Below is a molecular structure, C36H38O2P2Re at a distorted geometry, with properties calculated with wB97M-V/def2-TZVPD.

Last column: Löwdin charge in e.
CARTESIAN COORDINATES (ANGSTROEM)
1 Re 0.6141 -0.1949 -0.1957  1.58
2 C -0.1348 1.0494 1.3276  -0.28
3 C 0.3773 1.8323 0.2103  -0.28
4 C 1.6495 2.6467 0.4559  -0.16
5 C 2.9174 1.7990 0.3235  -0.15
6 C 2.5937 0.3432 0.0369  -0.29
7 C 2.2216 -0.5463 1.1304  -0.24
8 C 1.8769 -0.0635 2.5225  -0.15
9 C 0.6403 0.8771 2.6100  -0.15
10 C 0.5128 0.1097 -2.2365  -0.16
11 H -1.2193 1.1100 1.4891  0.13
12 H -0.3768 2.3406 -0.4020  0.13
13 H 1.6126 3.0217 1.4844  0.12
14 H 1.7067 3.5054 -0.2191  0.07
15 H 3.5786 2.1783 -0.4663  0.12
16 H 3.4693 1.8632 1.2755  0.13
17 H 3.1832 -0.1159 -0.7629  0.13
18 H 2.7569 -1.5058 1.1630  0.14
19 H 2.7436 0.4263 3.0238  0.14
20 H 1.6638 -0.9647 3.1422  0.13
21 H -0.0744 0.4501 3.3314  0.13
22 H 0.9504 1.8518 3.0191  0.13
23 H -0.5690 0.0955 -2.4609  0.06
24 H 0.9843 -0.7232 -2.7818  0.06
25 H 0.9313 1.0703 -2.5590  0.03
26 P 4.2116 5.6598 -5.8006  1.11
27 P 6.2824 3.3846 -6.2863  1.11
28 C 5.8369 5.7617 -5.0166  -0.31
29 C 6.7269 4.7602 -5.2161  -0.33
30 C 4.0404 7.3606 -6.5273  -0.37
31 C 4.7982 8.4474 -6.0629  -0.09
32 C 4.6676 9.7112 -6.6447  -0.06
33 C 3.7744 9.9172 -7.7015  -0.05
34 C 3.0547 8.8230 -8.2108  -0.06
35 C 3.1958 7.5529 -7.6445  -0.09
36 C 3.0972 5.5950 -4.3379  -0.35
37 C 3.0189 4.3860 -3.6128  -0.09
38 C 2.1527 4.2821 -2.5250  -0.09
39 C 1.3980 5.3878 -2.1019  -0.06
40 C 1.4779 6.5858 -2.8227  -0.05
41 C 2.2912 6.6773 -3.9575  -0.06
42 C 7.7848 3.4079 -7.4027  -0.34
43 C 7.9158 4.4670 -8.3264  -0.09
44 C 9.0067 4.4914 -9.2003  -0.06
45 C 9.9864 3.4883 -9.1380  -0.05
46 C 9.8840 2.4725 -8.1822  -0.06
47 C 8.7764 2.4197 -7.3317  -0.08
48 C 6.6508 1.9582 -5.1873  -0.40
49 C 6.1609 0.6921 -5.5686  -0.10
50 C 6.4037 -0.4273 -4.7693  -0.07
51 C 7.1239 -0.2979 -3.5702  -0.06
52 C 7.6270 0.9550 -3.2052  -0.07
53 C 7.3731 2.0812 -3.9939  -0.09
54 H 6.1018 6.6667 -4.4602  0.08
55 H 7.7405 4.7822 -4.7922  0.10
56 H 5.5179 8.3149 -5.2570  0.09
57 H 5.2810 10.5358 -6.2740  0.12
58 H 3.6438 10.9141 -8.1284  0.12
59 H 2.3715 8.9714 -9.0470  0.12
60 H 2.6350 6.7065 -8.0499  0.11
61 H 3.6415 3.5303 -3.8812  0.10
62 H 2.0636 3.3296 -1.9965  0.07
63 H 0.7386 5.3134 -1.2331  0.11
64 H 0.8849 7.4503 -2.5142  0.12
65 H 2.3009 7.5834 -4.5591  0.11
66 H 7.1874 5.2834 -8.3295  0.10
67 H 9.1080 5.3003 -9.9241  0.11
68 H 10.8271 3.4996 -9.8318  0.12
69 H 10.6522 1.7022 -8.1031  0.12
70 H 8.6896 1.6090 -6.6070  0.10
71 H 5.6171 0.5968 -6.5091  0.11
72 H 6.0433 -1.4057 -5.0891  0.11
73 H 7.2862 -1.1689 -2.9319  0.11
74 H 8.2098 1.0671 -2.2874  0.11
75 H 7.7319 3.0544 -3.6667  0.09
76 O -2.5568 -2.3418 -0.1075  0.12
77 C -1.5701 -1.6585 0.0633  -0.45
78 O -0.3196 -1.9370 -0.3198  -0.17
79 H -1.6164 -0.6846 0.6263  0.11

Cartesian forces (eV/Å) of the 3 atoms listed first:
Re -0.99 -2.53 -1.08
C -0.41 2.14 -0.22
C -0.88 1.60 1.51

As for the multiplicity: 4. The value obtained for the orbital gap (alpha / beta) is 6.199 / 4.572 eV. The total charge is +2.


Below is a molecular structure, C36H39AsBaCl3N6O3PS at a distorted geometry, with properties calculated with wB97M-V/def2-TZVPD.

Last column: Löwdin charge in e.
CARTESIAN COORDINATES (ANGSTROEM)
1 Ba 0.3983 0.7232 -0.8152  2.04
2 N -3.8510 -0.4133 1.6912  0.06
3 C -2.6756 -0.0010 1.1704  -0.92
4 S -2.6708 0.4256 -0.4712  0.55
5 N -1.6676 0.0259 2.0266  -0.07
6 N -0.4902 0.4783 1.5933  -0.14
7 C 0.5077 0.4848 2.4193  -0.24
8 C 0.5322 -0.0661 3.7784  -0.18
9 C 1.6975 -0.7167 4.1941  -0.03
10 C 1.7776 -1.2806 5.4501  -0.08
11 C 0.7003 -1.2015 6.3177  -0.09
12 C -0.4654 -0.5740 5.9099  -0.08
13 C -0.5580 -0.0136 4.6489  -0.04
14 C 1.7808 1.0296 1.9157  -0.31
15 C 2.3552 2.1388 2.5366  0.01
16 C 3.5473 2.6320 2.0450  -0.04
17 C 4.1668 1.9556 1.0034  -0.06
18 C 3.5176 0.8635 0.4557  -0.18
19 N 2.3423 0.4244 0.8735  -0.06
20 H -4.6402 -0.4900 1.0742  0.07
21 H -3.8883 -0.7442 2.6394  0.09
22 H 2.5265 -0.7972 3.5068  0.12
23 H 2.6812 -1.7843 5.7534  0.10
24 H 0.7688 -1.6309 7.3057  0.10
25 H -1.3067 -0.5216 6.5859  0.10
26 H -1.4642 0.4750 4.3266  0.10
27 H 1.8482 2.6194 3.3612  0.13
28 H 3.9872 3.5272 2.4598  0.11
29 H 5.1244 2.2824 0.6243  0.10
30 H 3.9531 0.3081 -0.3647  0.10
31 N -0.5670 -2.6439 2.2548  0.12
32 C 0.4024 -3.5472 2.5955  -0.34
33 C 0.4298 -4.0843 3.8860  -0.05
34 C 1.3558 -5.0441 4.2343  -0.10
35 C 2.2581 -5.5137 3.2937  -0.10
36 C 2.2358 -4.9978 2.0107  -0.09
37 C 1.3340 -4.0051 1.6415  -0.28
38 P 1.4413 -3.0863 0.0457  1.12
39 C 2.9077 -3.9417 -0.6650  -0.40
40 C 4.1429 -3.3104 -0.5647  -0.11
41 C 5.2938 -3.9346 -1.0153  -0.09
42 C 5.2222 -5.1997 -1.5730  -0.09
43 C 3.9964 -5.8372 -1.6789  -0.07
44 C 2.8475 -5.2150 -1.2270  -0.10
45 C 0.1191 -3.8143 -0.9928  -0.38
46 C 0.3168 -3.8636 -2.3707  -0.14
47 C -0.7041 -4.2333 -3.2219  -0.11
48 C -1.9443 -4.5707 -2.7083  -0.11
49 C -2.1382 -4.5622 -1.3393  -0.08
50 C -1.1249 -4.1678 -0.4851  -0.07
51 H -1.0251 -2.1537 3.0084  0.08
52 H -0.4011 -2.0799 1.4288  0.04
53 H -0.2809 -3.7173 4.6143  0.11
54 H 1.3846 -5.4244 5.2449  0.10
55 H 2.9787 -6.2763 3.5534  0.10
56 H 2.9395 -5.3846 1.2895  0.09
57 H 4.1929 -2.3287 -0.1120  0.09
58 H 6.2487 -3.4345 -0.9326  0.10
59 H 6.1192 -5.6863 -1.9266  0.10
60 H 3.9420 -6.8266 -2.1099  0.10
61 H 1.9000 -5.7278 -1.3000  0.11
62 H 1.2795 -3.6101 -2.7899  0.10
63 H -0.5381 -4.2361 -4.2895  0.09
64 H -2.7561 -4.8291 -3.3723  0.10
65 H -3.0913 -4.8552 -0.9251  0.10
66 H -1.3151 -4.1214 0.5749  0.09
67 Cl -2.9813 -1.2882 -3.5823  0.65
68 C -1.6400 -0.3159 -4.1592  -1.51
69 Cl -2.2342 1.1226 -4.9574  0.64
70 Cl -0.6802 -1.2603 -5.3078  0.63
71 C -0.6868 0.0469 -2.9909  -1.03
72 O -0.3588 1.2212 -2.8911  -0.34
73 O -0.3311 -0.8908 -2.2742  -0.34
74 C 2.9423 4.7940 -2.1666  -0.20
75 As 2.3699 2.9416 -2.3277  0.99
76 C 4.0336 1.9849 -2.6379  -0.20
77 C 1.4160 2.9430 -4.0037  -0.19
78 O 1.6033 2.5181 -0.9691  -0.81
79 H 3.6465 5.0493 -2.9577  0.04
80 H 3.4136 4.9514 -1.1952  0.04
81 H 2.0689 5.4451 -2.2381  0.04
82 H 4.4007 2.2767 -3.6218  0.04
83 H 3.8617 0.9087 -2.6163  -0.01
84 H 4.7717 2.2711 -1.8878  0.03
85 H 1.9857 3.5580 -4.6988  0.05
86 H 0.4204 3.3630 -3.8683  0.05
87 H 1.3216 1.9367 -4.4029  0.03
88 N 2.5033 -0.8140 -3.1018  0.06
89 H 2.3072 -0.6982 -4.0919  0.03
90 H 1.6389 -1.1605 -2.6911  -0.03
91 H 3.1730 -1.5739 -3.0308  0.03

Cartesian forces (eV/Å) of the 3 atoms listed first:
Ba -0.82 -2.52 4.98
N -0.11 -0.11 0.16
C 0.27 0.34 -0.55

As for the multiplicity: 1. The value obtained for the orbital gap is 6.989 eV. The total charge is 0.


Quick rundown of relative energy (zero: lowest compared OMol25 entry of this formula, charge and spin), same order as above: 0.0000; 4.0243 eV
Quick rundown of DFT total energy, same order as above: -62730.155; -172272.957 eV